# 1
Below is C34H90O30P6 as an isolated structure in a non-equilibrium geometry, with properties calculated with ωB97M-V/def2-TZVPD.

Geometry as XYZ:
```
160
Properties=species:S:1:pos:R:3:lowdin_charge:R:1
C -1.833 -1.813 -2.210 -0.11
O -2.499 -0.837 -2.988 -0.23
P -1.920 -0.376 -4.439 0.51
O -2.181 -1.305 -5.536 -0.20
O -2.566 1.064 -4.714 -0.21
C -3.905 1.220 -5.089 -0.12
O -0.351 -0.029 -4.029 -0.37
C 0.651 0.031 -5.082 -0.06
H -2.481 -2.656 -1.969 0.05
H -1.469 -1.340 -1.298 0.08
H -0.973 -2.231 -2.734 0.06
H -4.432 0.266 -5.049 0.06
H -3.851 1.500 -6.141 0.11
H -4.451 2.029 -4.604 0.10
H 0.209 0.078 -6.078 0.10
H 1.371 -0.786 -5.034 0.06
H 1.264 0.918 -4.926 0.09
C 0.404 0.402 3.075 -0.13
O 0.707 1.653 3.597 -0.13
P 1.819 2.629 2.909 0.65
O 1.654 2.875 1.477 -0.27
O 3.219 1.943 3.394 -0.15
C 4.179 1.639 2.475 -0.14
O 1.617 3.969 3.877 -0.21
C 0.357 4.623 3.779 -0.11
H -0.627 0.451 2.726 0.09
H 0.384 -0.321 3.890 0.10
H 0.994 0.007 2.247 0.07
H 4.038 0.635 2.077 0.03
H 5.131 1.649 3.007 0.12
H 4.196 2.313 1.619 0.09
H -0.117 4.751 4.752 0.10
H -0.319 3.986 3.207 0.04
H 0.378 5.543 3.196 0.09
C -0.201 -5.117 4.346 -0.08
O -1.359 -4.361 4.088 -0.25
P -1.262 -2.798 3.699 0.57
O -0.157 -2.393 2.859 -0.31
O -2.770 -2.585 3.058 -0.19
C -3.439 -1.334 3.044 -0.07
O -1.407 -2.060 5.142 -0.17
C -0.206 -1.897 5.898 -0.11
H -0.240 -6.050 3.785 0.10
H -0.309 -5.390 5.396 0.10
H 0.788 -4.669 4.245 0.09
H -2.848 -0.598 3.589 0.09
H -4.493 -1.323 3.322 0.11
H -3.484 -0.867 2.060 0.07
H -0.124 -2.546 6.769 0.09
H 0.004 -0.856 6.148 0.10
H 0.731 -2.157 5.406 0.07
C 2.535 2.604 -0.290 -0.25
O 3.745 3.322 -0.473 -0.20
P 4.402 3.647 -1.906 0.48
O 3.526 4.528 -2.781 -0.26
O 5.806 4.293 -1.474 -0.22
C 5.974 5.665 -0.975 -0.06
O 4.792 2.198 -2.463 -0.33
C 5.522 2.024 -3.654 -0.09
H 2.049 2.186 -1.171 0.10
H 1.944 3.327 0.272 0.08
H 2.681 1.846 0.480 0.08
H 6.421 5.682 0.019 0.08
H 5.108 6.321 -1.066 0.09
H 6.770 6.133 -1.555 0.08
H 6.430 1.432 -3.541 0.10
H 5.796 3.014 -4.019 0.09
H 4.982 1.529 -4.461 0.09
C 4.739 0.771 -0.769 -0.05
O 3.503 0.024 -0.836 -0.28
P 3.092 -0.794 -2.189 0.56
O 3.203 0.001 -3.436 -0.19
O 4.047 -2.114 -2.180 -0.18
C 4.108 -2.968 -1.061 -0.11
O 1.634 -1.403 -1.832 -0.23
C 0.944 -2.047 -2.899 -0.08
H 5.372 0.650 -1.648 0.10
H 5.324 0.498 0.109 0.10
H 4.359 1.776 -0.589 0.04
H 3.435 -2.641 -0.270 0.06
H 5.084 -2.796 -0.609 0.08
H 3.877 -4.014 -1.265 0.12
H -0.112 -1.782 -2.936 0.01
H 1.038 -3.129 -2.818 0.12
H 1.368 -1.761 -3.862 0.06
C -3.080 3.045 -2.593 -0.13
O -3.917 2.728 -1.535 -0.24
P -4.562 1.239 -1.412 0.56
O -5.604 1.049 -0.348 -0.22
O -5.142 0.980 -2.913 -0.21
C -5.395 -0.379 -3.309 -0.12
O -3.319 0.219 -1.336 -0.21
C -2.755 -0.175 -0.146 -0.15
H -3.456 3.804 -3.279 0.11
H -2.681 2.224 -3.189 0.05
H -2.203 3.551 -2.190 0.10
H -5.874 -0.938 -2.505 -0.02
H -4.463 -0.915 -3.484 0.08
H -5.916 -0.530 -4.254 0.12
H -2.910 -1.231 0.078 0.06
H -3.311 0.343 0.636 0.10
H -1.700 0.101 -0.135 0.10
C -5.927 -2.033 -1.266 -0.07
O -4.763 -2.208 -0.402 -0.14
C -3.912 -3.222 -0.900 -0.17
C -2.511 -3.399 -0.237 -0.25
O -2.634 -3.826 1.071 -0.13
C -1.444 -4.372 1.609 -0.08
H -5.734 -1.865 -2.326 0.03
H -6.487 -1.166 -0.916 0.11
H -6.552 -2.924 -1.210 0.11
H -3.776 -3.095 -1.974 0.11
H -4.466 -4.154 -0.796 0.14
H -1.810 -2.579 -0.394 0.06
H -2.062 -4.165 -0.869 0.14
H -0.942 -5.122 0.998 0.12
H -1.671 -4.744 2.608 0.05
H -0.765 -3.535 1.769 0.06
C -0.281 1.323 -2.306 -0.04
O -0.024 1.868 -0.985 -0.10
C 1.127 1.197 -0.365 -0.24
C 0.725 -0.193 0.210 -0.11
O -0.272 -0.056 1.200 -0.37
C -0.907 -1.281 1.476 -0.16
H -1.205 1.830 -2.588 0.06
H -0.575 0.274 -2.299 0.07
H 0.516 1.491 -3.030 0.11
H 1.416 1.761 0.522 0.04
H 2.074 1.126 -0.900 0.06
H 1.553 -0.728 0.675 0.10
H 0.509 -0.878 -0.610 0.10
H -1.428 -1.799 0.670 0.07
H -1.547 -1.132 2.346 0.07
H -0.143 -1.992 1.790 -0.06
C -3.791 3.052 1.359 -0.13
C -2.527 2.798 0.462 -0.13
C -1.456 2.271 1.425 -0.15
O -1.848 2.973 2.636 -0.20
C -3.308 2.864 2.755 -0.15
H -4.590 2.349 1.124 0.08
H -4.233 4.046 1.285 0.12
H -2.052 3.686 0.045 0.13
H -2.775 2.128 -0.361 0.04
H -0.437 2.522 1.133 0.11
H -1.348 1.213 1.663 0.08
H -3.755 3.511 3.510 0.12
H -3.302 1.876 3.217 0.11
C 2.896 -1.275 2.449 -0.13
C 4.120 -1.278 1.499 -0.15
C 4.426 -2.785 1.533 -0.20
O 3.138 -3.412 1.559 -0.13
C 2.195 -2.620 2.208 -0.18
H 2.227 -0.441 2.231 0.05
H 3.293 -1.164 3.458 0.14
H 4.906 -0.571 1.764 0.09
H 3.791 -0.976 0.505 0.06
H 5.000 -3.050 2.421 0.13
H 5.021 -3.178 0.709 0.08
H 1.916 -3.080 3.156 0.11
H 1.376 -2.480 1.502 0.11
```

- frontier orbital gap (eV) = 7.766
- maximum force (eV Å⁻¹) = 13.9
- LUMO (eV) = 0.32


# 2
Below is a 8-piece molecular cluster, C34H91N7O10 overall in a non-equilibrium geometry, with properties calculated with ωB97M-V/def2-TZVPD.

Geometry as XYZ:
```
142
Properties=species:S:1:pos:R:3:lowdin_charge:R:1
C -0.494 -5.543 3.173 -0.06
C 0.726 -4.675 3.405 -0.45
C 1.966 -5.458 3.099 -0.23
O 1.989 -5.713 1.718 -0.22
C 3.033 -6.533 1.216 -0.10
N 0.645 -3.377 2.719 0.06
H -0.715 -6.277 3.985 0.09
H -0.253 -6.079 2.230 0.08
H -1.423 -5.046 2.937 0.06
H 0.826 -4.403 4.464 0.14
H 1.965 -6.408 3.630 0.13
H 2.804 -4.806 3.342 0.12
H 2.715 -6.716 0.175 0.09
H 3.127 -7.518 1.705 0.09
H 4.006 -5.986 1.239 0.09
H 1.571 -2.998 2.761 0.04
H 0.270 -3.443 1.728 0.09
C 0.234 3.588 2.446 -0.05
C 0.233 3.000 1.046 -0.44
C 0.352 4.091 -0.013 -0.21
O 0.345 3.485 -1.297 -0.21
C 0.413 4.485 -2.288 -0.12
N 1.235 1.954 1.045 0.10
H 1.210 3.963 2.724 0.08
H -0.003 2.841 3.209 0.06
H -0.508 4.374 2.510 0.07
H -0.754 2.615 0.947 0.10
H 1.325 4.690 0.125 0.14
H -0.510 4.754 0.218 0.12
H 1.477 4.921 -2.296 0.11
H -0.249 5.373 -2.099 0.10
H 0.241 3.947 -3.243 0.08
H 1.306 1.549 0.170 0.03
H 0.845 1.223 1.614 0.04
C -5.665 -1.849 -1.722 -0.05
C -4.623 -2.008 -2.752 -0.51
C -4.610 -3.274 -3.569 -0.23
O -4.858 -4.512 -2.923 -0.17
C -3.710 -4.977 -2.108 -0.04
N -4.522 -0.952 -3.725 0.05
H -6.652 -1.852 -2.181 0.09
H -5.558 -0.860 -1.309 0.06
H -5.697 -2.562 -0.923 0.07
H -3.649 -1.999 -2.196 0.12
H -3.777 -3.192 -4.241 0.11
H -5.470 -3.183 -4.206 0.12
H -3.532 -4.308 -1.346 0.04
H -2.805 -4.960 -2.776 0.11
H -3.879 -5.960 -1.810 0.06
H -5.436 -0.797 -4.200 0.10
H -4.236 -0.104 -3.203 0.06
C -5.186 3.020 -2.202 -0.04
C -3.751 3.539 -2.014 -0.41
C -3.464 3.454 -0.537 -0.22
O -4.279 4.365 0.165 -0.17
C -4.390 4.073 1.516 -0.11
N -2.814 2.627 -2.679 0.06
H -5.265 2.852 -3.296 0.09
H -5.917 3.689 -1.813 0.07
H -5.276 2.013 -1.755 0.08
H -3.682 4.579 -2.364 0.15
H -2.425 3.581 -0.135 0.13
H -3.768 2.440 -0.310 0.10
H -3.650 4.616 2.157 0.10
H -4.263 3.005 1.639 0.08
H -5.345 4.372 1.931 0.08
H -2.912 2.872 -3.648 0.08
H -1.882 2.963 -2.419 0.06
C 0.085 1.109 -4.081 -0.05
C 0.125 -0.399 -4.476 -0.41
C 1.290 -1.118 -3.793 -0.23
O 2.489 -0.566 -4.258 -0.19
C 3.699 -1.301 -3.991 -0.08
N -1.096 -1.158 -4.168 0.06
H -0.150 1.141 -3.029 0.04
H -0.824 1.530 -4.604 0.09
H 0.973 1.674 -4.195 0.06
H 0.358 -0.438 -5.539 0.14
H 1.228 -2.190 -4.126 0.13
H 1.282 -1.119 -2.649 0.13
H 3.679 -2.302 -4.326 0.07
H 3.915 -1.388 -2.898 0.07
H 4.505 -0.761 -4.456 0.08
H -1.737 -1.008 -4.945 0.07
H -1.586 -0.849 -3.305 0.05
C -1.193 -1.794 -0.354 -0.07
C -1.264 -0.305 -0.617 -0.30
O -2.402 -0.002 -1.430 -0.13
H -0.231 -1.919 0.187 0.05
H -1.097 -2.430 -1.242 0.07
H -2.022 -2.261 0.273 0.09
H -0.317 0.001 -1.120 0.10
H -1.362 0.228 0.315 0.08
H -2.341 0.932 -1.745 0.04
C 4.788 5.885 0.710 -0.14
O 5.162 4.898 -0.184 -0.19
C 4.706 3.620 0.151 -0.24
C 5.201 2.595 -0.879 -0.18
N 4.426 1.354 -0.702 -0.05
C 4.715 0.572 0.531 -0.20
C 4.391 -0.942 0.425 -0.23
O 3.031 -1.113 0.128 -0.20
C 2.824 -2.434 -0.294 -0.13
H 3.693 6.066 0.721 0.08
H 5.270 6.844 0.458 0.09
H 5.092 5.574 1.729 0.09
H 3.594 3.595 0.220 0.12
H 5.142 3.322 1.122 0.12
H 6.275 2.317 -0.708 0.13
H 5.074 3.031 -1.873 0.12
H 3.444 1.438 -0.789 0.07
H 4.183 1.012 1.374 0.07
H 5.814 0.610 0.760 0.13
H 4.619 -1.493 1.388 0.12
H 4.979 -1.311 -0.433 0.12
H 3.347 -3.211 0.310 0.09
H 3.190 -2.542 -1.333 0.07
H 1.736 -2.714 -0.256 0.08
C 4.887 0.323 4.117 -0.07
O 3.599 0.406 4.703 -0.18
C 2.577 0.101 3.851 -0.26
C 1.222 0.498 4.428 -0.16
N 0.172 0.155 3.458 -0.07
C -1.114 0.054 4.104 -0.20
C -2.241 -0.579 3.304 -0.24
O -2.622 0.282 2.250 -0.19
C -3.842 -0.278 1.724 -0.10
H 4.866 -0.614 3.609 0.06
H 5.538 0.223 4.968 0.09
H 5.044 1.192 3.423 0.10
H 2.688 -0.966 3.617 0.12
H 2.734 0.617 2.948 0.08
H 1.197 1.597 4.599 0.13
H 1.085 -0.107 5.307 0.11
H 0.401 -0.644 2.969 0.06
H -1.423 1.085 4.415 0.13
H -0.950 -0.500 5.043 0.11
H -3.075 -0.782 3.969 0.12
H -1.911 -1.564 2.938 0.12
H -3.833 -1.358 1.725 0.07
H -4.023 0.044 0.716 0.06
H -4.680 -0.051 2.424 0.10
```

- frontier orbital gap (eV) = 8.997
- maximum force (eV Å⁻¹) = 4.5
- LUMO (eV) = 0.55


# 3
Below is a 8-piece molecular cluster, C34H91N7O11 overall in a non-equilibrium geometry, with properties calculated with ωB97M-V/def2-TZVPD.

Geometry as XYZ:
```
143
Properties=species:S:1:pos:R:3:lowdin_spin:R:1
C 8.129 17.398 4.490 0.00
C 9.092 16.336 5.100 0.00
C 8.721 14.877 4.742 0.00
O 7.760 14.433 5.642 0.00
C 7.302 13.069 5.444 0.00
N 10.321 16.608 4.379 0.00
H 8.205 17.873 3.512 0.00
H 8.113 18.162 5.267 0.00
H 7.100 17.036 4.486 0.00
H 9.421 16.456 6.132 0.00
H 9.526 14.142 4.776 0.00
H 8.236 14.827 3.767 0.00
H 8.041 12.416 5.909 0.00
H 7.252 12.875 4.373 0.00
H 6.335 12.811 5.876 0.00
H 11.060 16.046 4.777 0.00
H 10.626 17.536 4.632 0.00
C 9.914 12.927 8.328 0.05
C 9.893 13.740 9.596 0.08
C 8.694 13.418 10.546 0.00
O 8.443 14.407 11.589 0.01
C 7.290 14.157 12.296 0.00
N 11.239 13.551 10.213 0.76
H 10.368 11.949 8.484 0.00
H 10.648 13.384 7.664 0.00
H 8.997 12.863 7.742 0.01
H 9.746 14.771 9.274 0.03
H 8.717 12.415 10.971 0.00
H 7.847 13.591 9.881 0.00
H 6.375 14.047 11.714 0.00
H 6.956 15.022 12.869 0.00
H 7.386 13.356 13.029 0.00
H 11.997 13.443 9.554 0.02
H 11.368 12.881 10.958 0.02
C 6.978 15.919 8.843 0.00
C 6.238 17.171 8.429 0.00
C 5.070 17.612 9.316 0.00
O 3.933 16.721 9.295 0.00
C 2.927 16.856 10.230 0.00
N 7.318 18.195 8.353 0.00
H 7.790 15.668 8.160 0.00
H 6.283 15.079 8.826 0.00
H 7.267 15.950 9.893 0.00
H 5.979 17.010 7.382 0.00
H 4.695 18.583 8.994 0.00
H 5.436 17.843 10.317 0.00
H 3.501 16.708 11.145 0.00
H 2.110 16.137 10.275 0.00
H 2.504 17.837 10.014 0.00
H 6.890 19.057 8.047 0.00
H 7.890 17.845 7.597 0.00
C 6.439 7.378 4.294 0.00
C 7.007 6.002 4.099 0.00
C 5.870 4.873 3.972 0.00
O 5.763 3.917 5.065 0.00
C 5.566 4.308 6.421 0.00
N 7.940 6.018 2.962 0.00
H 5.988 7.314 5.285 0.00
H 5.717 7.624 3.515 0.00
H 7.210 8.147 4.247 0.00
H 7.727 5.751 4.878 0.00
H 5.934 4.276 3.063 0.00
H 4.873 5.306 3.883 0.00
H 5.321 3.351 6.883 0.00
H 4.804 5.068 6.592 0.00
H 6.515 4.784 6.670 0.00
H 8.509 6.851 3.004 0.00
H 8.549 5.214 2.916 0.00
C 2.271 9.250 5.777 0.00
C 2.639 10.576 5.066 0.00
C 1.896 11.894 5.515 0.00
O 2.174 13.081 4.738 0.00
C 2.016 14.238 5.434 0.00
N 4.122 10.719 5.048 0.00
H 2.263 9.462 6.846 0.00
H 2.862 8.351 5.602 0.00
H 1.247 8.879 5.740 0.00
H 2.280 10.525 4.038 0.00
H 2.064 11.912 6.592 0.00
H 0.836 11.646 5.457 0.00
H 1.020 14.640 5.244 0.00
H 2.658 15.036 5.064 0.00
H 2.352 14.159 6.468 0.00
H 4.341 9.973 4.403 0.00
H 4.286 11.506 4.436 0.00
C -1.133 14.941 11.422 0.00
C -1.713 16.255 10.887 0.00
O -0.751 17.241 10.675 0.00
O -0.680 15.017 12.828 0.00
H -0.180 14.797 10.913 0.00
H -1.749 14.054 11.277 0.00
H -2.287 16.737 11.678 0.00
H -2.331 16.091 10.004 0.00
H -0.531 17.537 11.561 0.00
H -0.072 14.306 13.046 0.00
C 9.733 9.490 10.516 0.00
O 10.933 10.017 10.972 0.00
C 11.962 9.071 11.412 0.00
C 13.114 9.865 11.969 0.00
N 13.498 10.983 11.063 0.00
C 14.480 10.476 10.171 0.00
C 14.637 11.454 8.994 0.00
O 13.375 11.691 8.244 0.00
C 13.327 12.346 6.994 0.00
H 9.363 8.890 11.347 0.00
H 9.748 8.763 9.704 0.00
H 9.039 10.302 10.298 0.00
H 12.174 8.445 10.545 0.00
H 11.532 8.518 12.247 0.00
H 14.063 9.386 12.211 0.00
H 12.792 10.341 12.895 0.00
H 12.671 11.227 10.537 0.00
H 14.141 9.504 9.812 0.00
H 15.421 10.347 10.706 0.00
H 15.349 11.021 8.291 0.00
H 14.873 12.517 9.053 0.00
H 13.761 13.345 6.982 0.00
H 12.291 12.441 6.669 0.00
H 13.882 11.689 6.324 0.00
C 5.046 8.247 7.601 0.00
O 5.232 8.638 8.938 0.00
C 6.301 9.564 9.002 0.00
C 6.253 10.790 8.084 0.00
N 5.698 11.917 8.860 0.00
C 4.260 11.677 9.105 0.00
C 3.660 12.957 9.527 0.00
O 2.230 12.900 9.699 0.00
C 1.780 12.508 11.053 0.00
H 4.712 9.025 6.914 0.00
H 4.210 7.548 7.580 0.00
H 5.957 7.744 7.276 0.00
H 7.233 9.004 8.928 0.00
H 6.528 9.924 10.006 0.00
H 5.720 10.621 7.149 0.00
H 7.291 10.999 7.828 0.00
H 5.633 12.662 8.181 0.00
H 4.031 10.820 9.740 0.00
H 3.890 11.553 8.087 0.00
H 3.935 13.541 8.649 0.00
H 4.047 13.356 10.465 0.00
H 2.225 11.542 11.292 0.00
H 0.701 12.407 10.932 0.00
H 2.102 13.296 11.734 0.00
```

- frontier orbital gap (alpha / beta) (eV) = 8.234 / 3.038
- maximum force (eV Å⁻¹) = 3.9
- 2S+1 = 2
- charge = +1
- LUMO (alpha / beta) (eV) = -2.25 / -7.45